No. 1
Density functional theory data (wB97M-V/def2-TZVPD) for a cluster of 2 separate species, C4H8N3 in total in a non-equilibrium geometry.

Summary:
- HOMO: -15.3 eV
- F_max: 5.37 eV Å⁻¹
- Orbital gap: 11.0 eV
- Molecular weight: 98.1 g mol⁻¹

Geometry as ORCA input:
```
! RIJCOSX wB97M-V def2-TZVPD def2/J DEFGRID3
* xyz 1 1
C 0.817 -1.424 1.068
C 0.152 -0.290 -0.558
C -0.921 1.116 -1.893
C -0.142 0.762 1.678
N 1.139 -2.166 0.016
N 0.709 -1.377 -1.052
N 0.318 -0.208 0.775
H 1.196 -1.818 2.005
H -0.149 1.421 -2.593
H -1.810 0.511 -2.140
H -1.187 1.978 -1.133
H 0.073 1.729 1.264
H -1.249 0.664 1.868
H 0.435 0.612 2.693
H 0.620 -1.510 -2.000
*
```

***

No. 2
Density functional theory data (wB97M-V/def2-TZVPD) for the molecule CH3IO in a non-equilibrium geometry.

Summary:
- HOMO: -9.6 eV
- F_max: 1.98 eV Å⁻¹
- Orbital gap: 9.6 eV
- SMILES: OCI
- Molecular weight: 157.9 g mol⁻¹

Geometry as ORCA input:
```
! RIJCOSX wB97M-V def2-TZVPD def2/J DEFGRID3
* xyz 0 1
O -0.777 -0.972 0.072
C -0.153 0.253 0.253
I 2.148 0.086 -0.041
H -0.432 -1.081 -0.845
H -0.336 0.917 -0.632
H -0.450 0.798 1.192
*
```

***

No. 3
Density functional theory data (wB97M-V/def2-TZVPD) for a structure of composition C36H53N6O2PPdS in a non-equilibrium geometry.

Summary:
- HOMO (spin up / spin down): -7.1 / -7.1 eV
- F_max: 1.26 eV Å⁻¹
- Orbital gap (spin up / spin down): 6.7 / 6.7 eV
- Molecular weight: 771.3 g mol⁻¹

Geometry as ORCA input:
```
! RIJCOSX wB97M-V def2-TZVPD def2/J DEFGRID3
* xyz 0 1
Pd 0.220 0.289 -0.777
C -3.525 -0.682 -3.034
C -2.386 -0.342 -2.298
N -1.614 0.697 -2.553
C -1.963 1.504 -3.591
C -3.071 1.204 -4.420
C -3.852 0.077 -4.118
C -3.402 2.030 -5.537
C -2.677 3.127 -5.827
C -1.574 3.499 -5.005
C -0.816 4.650 -5.281
C 0.213 4.988 -4.446
C 0.444 4.180 -3.327
N -0.238 3.095 -3.041
C -1.220 2.723 -3.875
H -4.113 -1.543 -2.750
H -2.102 -0.926 -1.436
H -4.706 -0.165 -4.739
H -4.255 1.756 -6.145
H -2.922 3.752 -6.677
H -1.058 5.257 -6.145
H 0.825 5.861 -4.624
H 1.236 4.446 -2.636
C -4.469 -2.396 1.960
C -3.617 -1.209 1.519
C -4.185 -0.563 0.247
C -3.675 -0.107 2.585
P -1.764 -1.603 1.217
N -1.207 -0.334 0.495
C -0.918 -1.858 2.937
C 0.409 -2.590 2.722
C -0.563 -0.457 3.448
C -1.734 -2.611 3.991
C -1.648 -3.316 0.297
C -0.267 -3.379 -0.373
C -1.840 -4.514 1.236
C -2.714 -3.455 -0.814
H -5.497 -2.060 2.123
H -4.109 -2.824 2.896
H -4.497 -3.188 1.212
H -5.118 -0.050 0.494
H -4.410 -1.273 -0.548
H -3.478 0.176 -0.132
H -4.699 0.270 2.661
H -3.031 0.722 2.290
H -3.387 -0.459 3.571
H 0.938 -2.179 1.868
H 0.287 -3.662 2.586
H 1.036 -2.452 3.606
H -0.025 0.090 2.676
H 0.078 -0.546 4.329
H -1.436 0.129 3.726
H -2.037 -3.598 3.643
H -2.624 -2.065 4.298
H -1.110 -2.744 4.880
H 0.514 -3.707 0.308
H 0.030 -2.402 -0.767
H -0.298 -4.086 -1.207
H -1.125 -4.545 2.050
H -1.708 -5.432 0.654
H -2.849 -4.525 1.649
H -2.324 -3.148 -1.782
H -3.617 -2.888 -0.616
H -3.000 -4.506 -0.900
C 3.029 4.336 -0.637
N 2.417 3.020 -0.624
C 1.206 2.955 0.171
C 2.686 2.081 -1.583
N 1.822 1.188 -1.930
N 3.933 2.184 -2.184
C 4.165 1.369 -3.360
C 5.106 2.240 -1.315
H 2.248 5.101 -0.685
H 3.683 4.449 -1.497
H 3.606 4.518 0.274
H 1.414 3.342 1.170
H 0.890 1.914 0.257
H 0.391 3.528 -0.282
H 2.199 0.490 -2.555
H 4.211 0.296 -3.130
H 5.123 1.659 -3.790
H 3.388 1.549 -4.103
H 4.862 2.694 -0.360
H 5.891 2.828 -1.796
H 5.490 1.235 -1.113
O 5.568 -1.852 6.115
C 4.805 -0.802 5.729
O 4.583 0.074 6.521
C 4.284 -0.804 4.339
C 3.427 0.235 3.974
C 2.877 0.305 2.712
C 3.166 -0.673 1.752
S 2.558 -0.640 0.126
C 4.035 -1.711 2.116
C 4.585 -1.775 3.380
H 5.657 -2.498 5.409
H 3.207 0.986 4.722
H 2.206 1.114 2.452
H 4.268 -2.471 1.381
H 5.256 -2.599 3.597
*
```

***

No. 4
Density functional theory data (wB97M-V/def2-TZVPD) for a structure of composition CH2O5P2 in a non-equilibrium geometry.

Summary:
- HOMO: 0.1 eV
- F_max: 2.18 eV Å⁻¹
- Orbital gap: 6.7 eV
- Molecular weight: 156.0 g mol⁻¹

Geometry as ORCA input:
```
! RIJCOSX wB97M-V def2-TZVPD def2/J DEFGRID3
* xyz -2 1
C 0.071 -0.741 0.158
O 1.035 1.412 -0.201
O 2.125 -0.256 -1.692
O -0.363 -1.894 0.175
O 2.801 -0.172 0.733
O -2.549 0.246 0.431
P -0.817 0.897 0.378
P 1.728 0.004 -0.281
H -2.774 -0.202 1.209
H -1.257 0.707 -0.911
*
```

***

No. 5
Density functional theory data (wB97M-V/def2-TZVPD) for a structure of composition C44H42F3GdN2O6PS in a non-equilibrium geometry.

Summary:
- HOMO (spin up / spin down): -10.3 / -10.3 eV
- F_max: 3.53 eV Å⁻¹
- Orbital gap (spin up / spin down): 7.2 / 7.2 eV
- Molecular weight: 972.1 g mol⁻¹

Geometry as ORCA input:
```
! RIJCOSX wB97M-V def2-TZVPD def2/J DEFGRID3
* xyz 1 8
Gd -0.133 0.290 3.132
C 5.925 -0.845 -3.952
C 6.084 -0.848 -2.486
C 5.766 0.152 -1.604
C 5.974 0.056 -0.240
C 6.618 -1.014 0.342
C 6.857 -2.146 -0.489
C 6.501 -2.058 -1.827
H 6.487 -0.070 -4.485
H 4.874 -0.745 -4.234
H 6.275 -1.805 -4.352
H 5.403 1.134 -2.062
H 5.533 0.817 0.427
H 6.898 -0.964 1.408
H 7.188 -3.128 -0.112
H 6.451 -2.959 -2.498
C -1.923 3.429 5.873
C -1.665 2.849 4.530
O -0.811 1.892 4.451
C -2.473 3.327 3.457
C -3.317 4.471 3.568
C -4.279 4.764 2.600
C -4.064 4.226 1.283
C -3.307 3.061 1.176
C -2.553 2.552 2.237
O -1.887 1.404 2.090
H -1.609 2.725 6.664
H -3.038 3.657 5.898
H -1.304 4.299 5.974
H -3.080 5.213 4.395
H -5.085 5.463 2.771
H -4.535 4.681 0.432
H -3.255 2.541 0.187
C -3.382 -2.665 2.520
C -1.927 -2.566 2.689
C -1.056 -3.684 2.197
O -1.385 -1.508 3.158
H -3.589 -2.109 1.552
H -3.890 -2.260 3.390
H -3.593 -3.700 2.301
H -1.135 -3.791 1.093
H -1.513 -4.659 2.522
H 0.004 -3.488 2.519
N 1.537 2.019 -0.538
C 0.752 1.472 0.389
N 1.129 1.807 1.633
C 2.329 2.576 1.501
C 3.120 3.352 2.349
C 4.102 4.157 1.714
C 4.337 4.271 0.310
C 3.456 3.611 -0.527
C 2.588 2.719 0.083
H 1.342 2.032 -1.550
H -0.183 0.980 0.139
H 3.017 3.350 3.437
H 4.721 4.749 2.353
H 5.099 4.984 -0.024
H 3.662 3.620 -1.642
C -2.110 0.671 -6.224
C -3.177 1.069 -5.405
C -3.230 0.636 -4.093
C -2.228 -0.198 -3.542
C -1.246 -0.719 -4.463
C -1.142 -0.189 -5.732
P -2.398 -0.800 -1.852
C -1.262 -2.228 -1.870
C 0.090 -1.905 -1.877
C 1.039 -2.903 -1.830
C 0.630 -4.234 -1.664
C -0.728 -4.578 -1.634
C -1.708 -3.545 -1.760
C -4.022 -1.444 -1.858
C -4.973 -1.186 -0.849
C -6.250 -1.649 -0.964
C -6.595 -2.536 -1.961
C -5.637 -2.847 -2.909
C -4.382 -2.261 -2.913
H -2.003 0.979 -7.243
H -3.872 1.794 -5.754
H -4.006 0.976 -3.430
H -0.548 -1.553 -4.229
H -0.299 -0.472 -6.401
H 0.328 -0.873 -2.112
H 2.067 -2.648 -1.793
H 1.366 -5.015 -1.501
H -1.083 -5.577 -1.387
H -2.805 -3.694 -1.642
H -4.580 -0.582 -0.005
H -6.954 -1.430 -0.165
H -7.645 -2.818 -1.954
H -5.896 -3.587 -3.703
H -3.602 -2.506 -3.649
F 4.239 -0.040 2.408
C 3.850 0.026 3.661
F 4.890 -0.285 4.487
F 3.411 1.298 3.939
S 2.368 -1.087 3.961
O 1.395 -0.337 4.857
O 2.882 -2.393 4.329
O 1.767 -1.022 2.606
*
```

***

No. 6
Density functional theory data (wB97M-V/def2-TZVPD) for a cluster of 2 separate species, C3H3NO2 in total in a non-equilibrium geometry.

Summary:
- HOMO: -9.6 eV
- F_max: 4.68 eV Å⁻¹
- Orbital gap: 10.3 eV
- SMILES: C=C=O.N=C=O
- Molecular weight: 85.1 g mol⁻¹

Geometry as ORCA input:
```
! RIJCOSX wB97M-V def2-TZVPD def2/J DEFGRID3
* xyz 0 1
C 0.126 0.213 -1.262
C -0.913 -0.093 -0.614
O -1.818 -0.417 0.037
H 0.783 0.897 -0.714
H 0.424 -0.234 -2.228
N 1.175 2.250 0.849
C 0.879 1.199 1.254
O 0.464 0.289 1.796
H 1.263 2.719 -0.039
*
```

***

No. 7
Density functional theory data (wB97M-V/def2-TZVPD) for a structure of composition C10H15O3PS in a non-equilibrium geometry.

Summary:
- HOMO (spin up / spin down): -4.8 / -8.9 eV
- F_max: 6.12 eV Å⁻¹
- Orbital gap (spin up / spin down): 5.3 / 6.2 eV
- Molecular weight: 246.3 g mol⁻¹

Geometry as ORCA input:
```
! RIJCOSX wB97M-V def2-TZVPD def2/J DEFGRID3
* xyz 0 3
C 4.035 1.304 0.159
C 3.458 0.836 1.238
C 3.409 1.146 -1.081
C 2.224 0.265 1.165
C 2.177 0.583 -1.182
C 1.608 0.148 -0.039
C -2.046 0.655 2.616
C -3.324 0.106 -1.568
C -0.897 -2.914 -1.138
C 0.307 -0.553 -0.089
O -1.279 2.170 -0.857
O -1.563 1.442 1.544
O -2.673 0.053 -0.352
P -1.361 1.014 -0.025
S 0.147 -1.548 -1.615
H 5.063 1.797 0.346
H 3.825 1.066 2.242
H 3.983 1.557 -1.983
H 1.683 -0.075 2.061
H 1.616 0.246 -2.096
H -3.206 0.522 2.548
H -1.937 1.295 3.417
H -1.629 -0.309 2.902
H -2.678 -0.089 -2.451
H -3.979 0.997 -1.715
H -3.817 -0.852 -1.578
H -1.668 -2.590 -0.495
H -0.170 -3.559 -0.569
H -1.197 -3.463 -2.018
H -0.110 -1.250 0.613
*
```

***

No. 8
Density functional theory data (wB97M-V/def2-TZVPD) for a cluster of 2 separate species, C28H25Cl2N2O in total in a non-equilibrium geometry.

Summary:
- HOMO: -10.2 eV
- F_max: 2.10 eV Å⁻¹
- Orbital gap: 5.7 eV
- Molecular weight: 476.4 g mol⁻¹

Geometry as ORCA input:
```
! RIJCOSX wB97M-V def2-TZVPD def2/J DEFGRID3
* xyz 1 1
Cl -5.771 0.578 7.442
C -4.552 0.769 6.256
C -4.200 2.055 5.811
C -3.168 2.199 4.886
C -2.497 1.072 4.351
C -1.405 1.234 3.400
C -0.739 0.217 2.789
C 0.590 0.453 2.096
C 1.324 -0.784 1.578
C 2.716 -0.858 1.659
C 3.410 -1.934 1.101
C 2.687 -2.960 0.474
Cl 3.518 -4.274 -0.246
C 1.286 -2.963 0.487
C 0.610 -1.836 0.990
C -2.938 -0.210 4.743
C -3.965 -0.368 5.677
H -4.706 2.919 6.230
H -2.862 3.194 4.570
H -1.071 2.260 3.189
H -1.163 -0.795 2.726
H 1.251 1.092 2.713
H 3.250 -0.034 2.147
H 4.492 -1.980 1.154
H 0.729 -3.828 0.123
H -0.482 -1.777 0.908
H -2.460 -1.097 4.330
H -4.288 -1.356 5.985
H 0.352 1.030 1.209
C -1.024 2.489 -1.686
H -1.552 2.868 -0.806
C 0.135 3.117 -2.150
C 0.862 2.505 -3.176
N 0.379 1.428 -3.832
C 1.124 0.771 -4.930
C 2.025 -0.341 -4.450
C 1.583 -1.672 -4.443
C 2.384 -2.676 -3.888
C 3.640 -2.351 -3.366
C 4.107 -1.033 -3.419
C 3.309 -0.039 -3.991
C -0.708 0.773 -3.355
C -1.397 1.247 -2.244
C -2.344 0.236 -1.661
N -2.877 0.438 -0.425
O -2.613 -0.790 -2.293
H 0.466 4.075 -1.709
H 1.839 2.875 -3.511
H 0.379 0.356 -5.615
H 1.703 1.535 -5.461
H 0.601 -1.899 -4.870
H 2.014 -3.701 -3.854
H 4.252 -3.125 -2.907
H 5.081 -0.770 -3.006
H 3.660 0.995 -4.077
H -0.869 -0.208 -3.808
H -2.575 1.147 0.244
H -3.531 -0.269 -0.090
*
```

***

No. 9
Density functional theory data (wB97M-V/def2-TZVPD) for a structure of composition C46H41ClGeMnN2O4S2.

Summary:
- HOMO (spin up / spin down): -6.7 / -8.3 eV
- F_max: 0.64 eV Å⁻¹
- Orbital gap (spin up / spin down): 5.4 / 7.2 eV
- Molecular weight: 913.0 g mol⁻¹

Geometry as ORCA input:
```
! RIJCOSX wB97M-V def2-TZVPD def2/J DEFGRID3
* xyz 0 6
Mn 0.226 -0.535 0.405
Cl -0.285 -2.273 -6.695
C -0.208 -1.592 -5.097
C -0.182 -0.181 -4.956
C -0.115 0.408 -3.733
C -0.051 -0.383 -2.543
O 0.051 0.199 -1.413
C -0.114 -1.796 -2.704
C -0.131 -2.646 -1.585
O -0.065 -2.306 -0.377
C -0.187 -2.384 -3.997
H -0.217 0.427 -5.850
H -0.099 1.482 -3.619
H -0.218 -3.725 -1.765
H -0.225 -3.462 -4.090
S 1.161 -1.624 2.327
C -0.132 -2.727 2.515
N 0.108 -4.036 2.832
C -0.962 -4.999 2.657
C -2.217 -4.421 3.257
N -2.505 -3.140 2.637
C -3.890 -2.925 2.232
C -4.219 -3.760 1.018
C -3.662 -3.423 -0.216
C -3.910 -4.206 -1.330
C -4.716 -5.334 -1.227
C -5.277 -5.670 -0.007
C -5.027 -4.884 1.112
C -1.506 -2.287 2.326
S -1.851 -0.730 1.732
C 1.433 -4.609 3.044
C 1.957 -5.442 1.894
C 2.292 -6.774 2.089
C 2.799 -7.539 1.045
C 2.976 -6.972 -0.205
C 2.644 -5.637 -0.406
C 2.134 -4.877 0.634
H -0.684 -5.926 3.160
H -1.114 -5.222 1.592
H -2.102 -4.292 4.338
H -3.061 -5.086 3.077
H -4.021 -1.866 2.023
H -4.536 -3.186 3.073
H -3.038 -2.540 -0.290
H -3.481 -3.934 -2.286
H -4.911 -5.944 -2.099
H -5.910 -6.543 0.078
H -5.475 -5.143 2.064
H 1.365 -5.241 3.934
H 2.124 -3.798 3.265
H 2.160 -7.220 3.067
H 3.055 -8.577 1.211
H 3.373 -7.563 -1.019
H 2.799 -5.186 -1.379
H 1.882 -3.839 0.487
O 0.120 2.105 2.810
C 1.024 1.723 2.113
O 0.869 1.111 0.947
C 2.504 1.899 2.425
C 3.280 2.686 1.366
Ge 2.912 2.498 -0.554
C 1.256 3.380 -1.071
C 0.883 3.454 -2.411
C -0.238 4.168 -2.807
C -1.016 4.819 -1.859
C -0.661 4.755 -0.521
C 0.470 4.047 -0.135
C 3.056 0.674 -1.244
C 3.015 0.416 -2.615
C 3.038 -0.884 -3.105
C 3.121 -1.959 -2.233
C 3.203 -1.727 -0.867
C 3.176 -0.421 -0.388
C 4.321 3.537 -1.431
C 4.226 4.929 -1.461
C 5.228 5.704 -2.026
C 6.346 5.096 -2.580
C 6.454 3.714 -2.564
C 5.449 2.944 -1.992
H 2.922 0.894 2.522
H 2.600 2.374 3.405
H 4.348 2.479 1.472
H 3.183 3.761 1.548
H 1.479 2.962 -3.172
H -0.502 4.225 -3.856
H -1.892 5.375 -2.165
H -1.264 5.253 0.226
H 0.717 4.005 0.919
H 2.959 1.236 -3.321
H 2.990 -1.057 -4.173
H 3.143 -2.972 -2.617
H 3.291 -2.554 -0.171
H 3.255 -0.252 0.682
H 3.350 5.422 -1.053
H 5.134 6.783 -2.041
H 7.126 5.697 -3.027
H 7.321 3.232 -2.997
H 5.553 1.865 -1.988
*
```

***

No. 10
Density functional theory data (wB97M-V/def2-TZVPD) for a cluster of 3 separate species, C3H14N2O2 in total in a non-equilibrium geometry.

Summary:
- HOMO (spin up / spin down): -14.6 / -13.9 eV
- F_max: 1.48 eV Å⁻¹
- Orbital gap (spin up / spin down): 11.6 / 5.9 eV
- Molecular weight: 110.2 g mol⁻¹

Geometry as ORCA input:
```
! RIJCOSX wB97M-V def2-TZVPD def2/J DEFGRID3
* xyz 1 2
N 0.407 0.813 -0.367
C 0.134 -0.525 -0.846
C 0.337 -0.734 -2.332
C 1.032 -1.486 -0.050
N 1.037 -1.246 1.335
H -0.296 1.049 0.338
H 0.253 1.553 -1.043
H -0.857 -0.831 -0.526
H 0.409 -1.768 -2.629
H -0.497 -0.287 -2.870
H 1.238 -0.206 -2.648
H 2.078 -1.351 -0.381
H 0.813 -2.533 -0.218
H 0.872 -0.299 1.661
H 1.555 -1.885 1.922
H -1.464 3.709 1.758
H -0.474 4.282 0.740
O -0.669 3.483 1.253
H -1.243 -0.837 1.797
H -2.749 -0.690 1.607
O -1.915 -0.211 1.500
*
```

***

No. 11
Density functional theory data (wB97M-V/def2-TZVPD) for a cluster of 2 separate species, C2H8S4 in total in a non-equilibrium geometry.

Summary:
- HOMO: -8.3 eV
- F_max: 1.75 eV Å⁻¹
- Orbital gap: 8.7 eV
- SMILES: CSS.CSS
- Molecular weight: 160.4 g mol⁻¹

Geometry as ORCA input:
```
! RIJCOSX wB97M-V def2-TZVPD def2/J DEFGRID3
* xyz 0 1
C -1.461 -0.067 1.624
S -1.026 1.577 0.915
S 0.976 1.591 1.277
H -2.446 -0.300 1.228
H -0.628 -0.749 1.478
H -1.573 0.055 2.708
H 0.990 2.531 2.269
C 1.562 0.113 -1.443
S 0.659 -1.060 -2.505
S -0.745 -2.184 -1.352
H 1.839 -0.341 -0.494
H 2.498 0.172 -1.999
H 0.983 1.024 -1.410
H -1.627 -2.360 -2.296
*
```

***

No. 12
Density functional theory data (wB97M-V/def2-TZVPD) for a structure of composition C4H10O2.

Summary:
- HOMO: -6.8 eV
- F_max: 0.56 eV Å⁻¹
- Orbital gap: 7.6 eV
- Molecular weight: 90.1 g mol⁻¹

Geometry as ORCA input:
```
! RIJCOSX wB97M-V def2-TZVPD def2/J DEFGRID3
* xyz 0 1
C -0.098 0.175 2.025
C -0.235 -0.232 0.563
O -1.525 0.138 0.055
C 0.839 0.413 -0.295
C 0.777 -0.724 -1.956
O 0.229 0.752 -1.877
H -0.898 -0.281 2.616
H 0.863 -0.152 2.436
H -0.159 1.266 2.140
H -0.178 -1.313 0.447
H -1.747 1.003 0.428
H 1.837 0.027 -0.107
H 0.855 1.503 -0.071
H 0.049 -1.274 -2.572
H 1.684 -0.589 -2.558
H -0.709 0.633 -1.619
*
```

***

Which of these has the highest F_max? C10H15O3PS